1.
46
Properties=species:S:1:pos:R:3:forces:R:3 method="wB97M-V/def2-TZVPD" gap_ev=8.369 de_lowest_kj_mol=0.00 total_charge=0 lumo_ev=0.35 molar_mass_g_mol=392.502 fmax_ev_per_a=0.811 energy_ha=-1904.768536
C -2.5267 2.0051 1.5390 -0.15 0.11 -0.02
O -1.3458 1.2421 1.6634 0.00 -0.13 -0.02
C -1.2275 0.1039 0.9515 -0.16 0.01 -0.09
C -2.1336 -0.3314 -0.0169 0.14 0.18 0.31
C -1.9254 -1.5023 -0.7186 -0.01 -0.19 -0.03
C -0.8074 -2.2926 -0.4647 -0.10 0.55 0.26
N -0.5483 -3.4924 -1.1310 0.34 -0.25 0.13
C -1.2189 -4.0457 -2.1871 0.44 -0.36 0.09
C -0.6241 -5.3728 -2.6088 -0.20 0.02 -0.15
O -2.1723 -3.5397 -2.7302 -0.30 0.16 -0.16
C 0.0935 -1.8696 0.5080 -0.24 -0.25 -0.22
C -0.1082 -0.6915 1.1922 0.24 0.23 0.66
S 1.1538 -0.2902 2.4062 0.48 -0.15 0.05
O 0.6747 0.6318 3.3865 -0.09 0.00 -0.29
O 1.6935 -1.5413 2.8585 -0.01 -0.16 -0.27
N 2.4327 0.3834 1.5767 -0.36 -0.55 0.47
C 2.4434 1.6037 0.7728 -0.10 0.49 0.16
C 2.4840 2.8421 1.6746 0.11 0.01 -0.05
C 1.1144 3.3226 2.1061 -0.23 0.10 -0.35
S 0.1999 3.9479 0.6702 0.05 0.21 0.16
C 0.3627 2.5713 -0.4102 0.18 0.05 0.13
C -0.5571 2.4911 -1.4568 0.03 0.05 0.01
C -0.5245 1.4446 -2.3514 0.03 0.10 -0.01
C 0.4446 0.4616 -2.2196 0.16 -0.07 -0.02
C 1.3720 0.5571 -1.2027 -0.06 0.15 -0.16
C 1.3533 1.6008 -0.2790 -0.05 0.15 -0.35
H -3.4103 1.4174 1.8032 0.03 -0.03 -0.02
H -2.6364 2.4066 0.5275 0.00 -0.01 0.03
H -2.4133 2.8284 2.2415 -0.05 -0.04 -0.09
H -3.0139 0.2500 -0.2360 -0.07 0.10 -0.01
H -2.6331 -1.8125 -1.4692 -0.02 0.01 -0.01
H 0.2475 -4.0029 -0.7740 -0.18 -0.01 -0.15
H -0.6719 -6.0830 -1.7861 0.04 -0.08 0.06
H 0.4156 -5.2453 -2.9029 0.10 -0.02 0.00
H -1.1876 -5.7637 -3.4507 -0.01 0.02 0.01
H 0.9596 -2.4585 0.7698 0.10 -0.16 -0.04
H 2.9586 -0.3776 1.1828 0.17 -0.17 -0.04
H 3.4025 1.5744 0.2357 -0.18 -0.11 0.18
H 3.0681 2.5856 2.5601 0.08 0.00 -0.06
H 2.9957 3.6477 1.1405 -0.02 -0.02 0.06
H 0.5387 2.5209 2.5659 0.05 0.26 0.02
H 1.1929 4.1646 2.7929 -0.01 -0.02 0.01
H -1.2953 3.2740 -1.5497 -0.15 0.05 -0.04
H -1.2490 1.3907 -3.1493 -0.09 0.00 -0.08
H 0.4807 -0.3646 -2.9125 0.00 -0.10 -0.07
H 2.1479 -0.1918 -1.1182 0.06 -0.13 0.00

***

2.
19
Properties=species:S:1:pos:R:3:forces:R:3 method="wB97M-V/def2-TZVPD" gap_ev=7.265 de_lowest_kj_mol=161.25 total_charge=+1 lumo_ev=-5.23 molar_mass_g_mol=144.219 fmax_ev_per_a=4.167 energy_ha=-762.482290
C 0.5574 -0.9353 0.4184 -3.37 2.44 0.19
C -0.5732 0.5882 -1.3030 -0.85 -2.15 0.29
C 0.1877 -0.5442 -0.9194 1.12 1.74 -0.35
C -0.0768 -0.6798 1.6442 0.42 0.73 -0.14
C -0.8289 1.7760 -0.6510 0.41 1.26 -0.95
C 0.7404 -1.3865 -2.0660 1.56 0.37 3.22
N 0.1292 2.4266 0.0077 1.66 -2.93 1.32
O -1.1970 0.1324 1.9182 1.95 -2.00 -0.95
S 0.9113 -1.3394 2.9814 -1.47 0.51 -0.20
H 1.3443 -1.5835 0.5360 1.80 -1.46 -0.05
H -1.2046 0.4527 -2.1895 0.49 0.00 0.08
H -1.7131 2.3438 -1.0173 0.70 -0.18 0.75
H 1.2633 -0.9346 -2.8716 0.01 0.93 -0.56
H -0.1179 -1.8490 -2.3288 -2.66 -1.94 -1.82
H 1.3879 -2.1467 -1.6329 0.04 -0.12 -0.13
H -0.0130 3.1690 0.6392 -0.71 1.21 0.38
H 0.9403 1.8067 0.3643 -1.63 1.37 -1.11
H -1.7681 -0.3474 2.5488 0.26 0.32 -0.11
H 0.0309 -0.9490 3.9212 0.27 -0.11 0.14

***

3.
15
Properties=species:S:1:pos:R:3:forces:R:3 method="wB97M-V/def2-TZVPD" gap_ev=9.929 de_lowest_kj_mol=32.59 total_charge=0 lumo_ev=0.56 molar_mass_g_mol=82.103 fmax_ev_per_a=1.678 energy_ha=-304.070406
N -0.9690 1.3370 -1.6200 -0.72 -1.02 -0.23
C -1.2415 0.7828 -0.3108 0.46 -0.45 0.42
N -0.3338 -0.3342 0.0967 0.90 1.29 -0.57
H -1.0462 0.5765 -2.3063 0.33 0.61 0.20
H -0.0783 1.8036 -1.7177 0.07 -0.15 0.17
H -2.2326 0.3367 -0.2760 -0.26 0.41 -0.22
H -1.1672 1.6059 0.4087 -0.27 -0.10 -0.01
H 0.4786 0.1537 0.4816 -0.07 -0.64 0.16
H -0.6817 -0.9276 0.8346 -0.28 0.15 0.14
O 0.7348 -0.5359 3.2646 -0.05 0.02 -0.10
H 1.6387 -0.4971 3.5864 0.08 0.00 0.04
H 0.2735 -1.1031 3.8875 -0.03 -0.03 0.06
O 1.4917 -0.9218 -2.4981 0.22 0.07 0.65
H 1.8635 -1.7555 -2.1913 0.04 -0.17 -0.34
H 1.2696 -0.5211 -1.6400 -0.41 0.01 -0.37

***

4.
13
Properties=species:S:1:pos:R:3:forces:R:3 method="wB97M-V/def2-TZVPD" gap_ev=9.088 de_lowest_kj_mol=198.72 total_charge=0 lumo_ev=-0.14 molar_mass_g_mol=85.110 fmax_ev_per_a=2.870 energy_ha=-282.698562
C 1.7639 -0.8822 -0.0036 -0.03 -0.81 0.87
C 0.5109 -0.2177 -0.2995 -2.45 1.02 0.32
N -0.6842 -0.6627 -0.0805 1.91 1.52 -1.22
C -1.0050 -1.9247 0.0076 -1.29 -1.25 0.21
N -1.6223 -2.8852 -0.1786 0.48 -0.58 0.43
H 2.6068 -0.2086 0.3847 -1.26 -1.21 -0.91
H 1.4240 -1.6837 0.7025 1.14 0.50 -0.30
H 1.8843 -1.3787 -0.9747 1.23 -0.09 0.10
H 0.4449 0.7215 -0.8386 0.55 0.54 0.41
N -2.2068 1.7119 -0.0765 2.83 0.29 0.40
H -3.0443 2.1504 0.2064 -0.58 0.15 0.40
H -2.2507 0.8578 -0.6084 -0.24 0.11 0.50
H -1.3679 1.7634 0.5769 -2.28 -0.20 -1.21

***

5.
12
Properties=species:S:1:pos:R:3:forces:R:3 method="wB97M-V/def2-TZVPD" gap_ev=9.636 de_lowest_kj_mol=361.59 total_charge=0 lumo_ev=0.84 molar_mass_g_mol=99.093 fmax_ev_per_a=7.935 energy_ha=-356.719655
N 0.6349 0.4561 -1.8736 -1.11 0.06 -1.65
N 0.4626 0.1097 -0.5725 -0.28 2.42 2.78
N 0.2743 1.1083 0.4891 -0.95 -0.36 -0.17
C -0.3488 0.3620 1.5445 3.16 6.87 2.40
C -0.7864 -0.7594 1.1361 -2.14 -4.55 2.07
C -0.4777 -0.7746 -0.2576 -0.63 -5.13 -1.49
O -0.8346 -1.6063 -1.0865 -0.68 0.06 -0.27
H -0.1414 -0.0117 -2.5097 2.18 0.89 1.90
H 1.5625 0.1019 -2.0212 0.08 -0.16 -1.35
H 1.0795 1.6566 0.7288 0.45 -0.13 -0.03
H -0.2698 0.9591 2.5536 -0.42 -1.78 -1.93
H -1.1552 -1.6016 1.8691 0.35 1.81 -2.26

***

6.
54
Properties=species:S:1:pos:R:3:forces:R:3 method="wB97M-V/def2-TZVPD" gap_ev=6.057 de_lowest_kj_mol=11.00 total_charge=-2 lumo_ev=3.46 molar_mass_g_mol=1164.732 fmax_ev_per_a=1.353 energy_ha=-12082.588501
Bi 0.1062 -2.1705 1.4441 -0.14 -0.79 -1.09
C 4.3732 -1.6451 -2.2559 -0.03 0.02 0.05
C 3.6527 -2.0235 -1.1333 0.06 -0.11 0.03
N 2.5395 -1.4001 -0.7939 -0.19 -0.07 0.38
C 2.1533 -0.3583 -1.5090 0.25 -0.05 -0.05
C 2.8993 0.0283 -2.6236 -0.03 0.13 -0.06
N 3.9932 -0.6165 -3.0046 0.01 0.02 -0.15
C 0.9891 0.4208 -1.0305 -0.77 0.55 0.42
C 0.3075 1.2542 -1.9091 0.10 -0.15 0.06
C -0.7223 2.0607 -1.4428 0.13 -0.01 -0.04
C -1.0292 2.0215 -0.0959 -0.07 0.03 -0.01
C -0.3288 1.1469 0.7289 0.26 -0.14 -0.16
N 0.6474 0.3541 0.2753 0.15 0.25 -0.77
C -0.6477 1.0868 2.1782 -0.03 0.14 0.51
C -1.0483 2.2317 2.8645 0.13 -0.11 -0.18
N -1.3894 2.2128 4.1430 -0.04 0.17 0.18
C -1.3288 1.0441 4.7664 0.05 0.05 -0.14
C -0.8856 -0.0994 4.1186 -0.06 -0.02 0.09
N -0.5370 -0.0674 2.8416 -0.34 0.44 -0.23
C -1.4345 2.9565 -2.3778 -0.06 0.14 -0.12
C -0.7292 3.6695 -3.3468 -0.10 -0.04 0.05
C -1.4214 4.5228 -4.1890 0.05 -0.02 0.00
N -2.7373 4.7056 -4.1319 -0.07 0.07 -0.15
C -3.4072 4.0026 -3.2214 0.06 0.03 0.00
C -2.8147 3.1239 -2.3276 -0.03 0.00 0.01
H 5.2707 -2.1686 -2.5606 0.03 -0.03 0.06
H 3.9778 -2.8243 -0.4801 -0.03 -0.07 -0.06
H 2.6275 0.8923 -3.2193 -0.01 0.00 0.06
H 0.5503 1.2489 -2.9628 -0.03 0.00 0.00
H -1.8312 2.6253 0.3026 -0.05 -0.06 0.03
H -1.0685 3.1959 2.3701 -0.07 -0.03 -0.05
H -1.6158 1.0228 5.8094 0.02 -0.07 0.02
H -0.7995 -1.0455 4.6377 0.05 -0.02 -0.01
H 0.3446 3.5649 -3.4299 0.02 0.06 0.00
H -0.8969 5.0917 -4.9503 0.04 0.00 0.03
H -4.4810 4.1543 -3.2119 -0.01 -0.05 0.06
H -3.4139 2.5446 -1.6371 0.04 0.02 0.05
Se 1.6164 -1.4857 6.4431 -0.01 -0.03 -0.15
Sb 2.2276 -2.7584 4.4836 -0.25 -0.06 -0.48
Se 2.3769 -1.3219 2.3285 1.07 -0.14 0.70
Se 0.1023 -3.8664 3.4073 0.12 -0.35 1.01
Se 4.1059 -4.2498 4.6702 -0.16 0.07 -0.06
F -2.5769 -0.7799 0.5904 -0.12 0.09 -0.02
B -3.6812 0.1093 0.5601 0.06 -0.17 0.06
F -4.8739 -0.5830 0.7489 0.00 -0.01 0.02
F -3.5060 1.0820 1.5667 -0.03 0.07 0.01
F -3.7005 0.7617 -0.6964 -0.04 0.01 -0.10
F 0.3665 -3.5376 -1.4647 -0.01 -0.05 0.04
C 0.5031 -4.0619 -0.1805 -0.15 0.37 -0.02
F -0.6527 -4.8037 0.0038 0.03 0.00 0.09
C 1.6556 -5.0716 -0.2535 0.57 -0.25 0.15
F 2.5102 -4.7868 -1.2677 -0.08 0.06 0.06
F 1.2752 -6.3537 -0.4458 -0.13 0.12 -0.02
F 2.3875 -5.0567 0.8709 -0.16 0.01 -0.12